No. 1
# F5N2

A cluster of 2 separate species, F5N2 in total (the ωB97M-V functional and the def2-TZVPD basis, the OMol25 dataset).

Geometry as XYZ:
```
7
Properties=species:S:1:pos:R:3:lowdin_spin:R:1
N -1.2328 -0.6444 0.7405 0.8579
N 0.6284 0.6594 -0.1865 0.4117
F -1.7044 -0.8849 -0.3936 0.1981
F -0.6176 -1.7058 1.0883 0.1947
F 0.3939 0.5757 -1.4568 0.1117
F 0.7964 1.9645 0.0857 0.1117
F 1.7361 0.0356 0.1225 0.1141
```

## Properties
Electronic energy (hartree): -608.0263
Energy relative to the best compared isomer or geometry (same formula, charge and spin) (kcal per mole): 0.0
Largest force on an atom (eV/A): 3.851
Total charge: +1
LUMO level (spin up / spin down) (eV): -4.45 / -12.01
Multiplicity: 3
Expectation value of S²: 2.01
Gap between HOMO and LUMO (spin up / spin down) (hartree): 0.443 / 0.245



No. 2
# F6H22O11P

A cluster of 12 separate species, F6H22O11P in total (the ωB97M-V functional and the def2-TZVPD basis, the OMol25 dataset).

Geometry as XYZ:
```
40
Properties=species:S:1:pos:R:3:mulliken_charge:R:1
P 0.0747 -0.2236 -0.0421 1.3596
F 1.4041 -1.1649 0.1785 -0.4213
F -0.8619 -1.5421 0.0494 -0.3771
F -0.0301 -0.0674 1.5770 -0.3415
F -1.2611 0.6623 -0.2173 -0.4243
F 1.0181 1.0705 -0.1416 -0.2521
F 0.1930 -0.4328 -1.6290 -0.3642
O -0.4074 -1.3588 -4.4179 -0.6290
H 0.5102 -1.6366 -4.3285 0.3213
H -0.3641 -0.4956 -4.8400 0.3100
O 1.6985 1.3561 3.5598 -0.6673
H 1.2076 1.0306 2.7926 0.3251
H 2.5280 1.6811 3.1985 0.3118
O -3.2703 -0.1077 2.2506 -0.6231
H -2.7018 0.6462 2.4333 0.3010
H -3.6476 0.0858 1.3849 0.3140
O 3.9789 1.9727 -0.3345 -0.6343
H 4.0995 2.1146 -1.2780 0.3064
H 3.7962 1.0285 -0.2573 0.3280
O 3.4350 -1.8650 -2.0173 -0.6615
H 2.7723 -1.8984 -1.3122 0.3763
H 3.9672 -2.6559 -1.8934 0.3039
O -2.6965 0.7005 -2.6940 -0.6526
H -2.1404 1.4840 -2.6613 0.3046
H -2.0608 -0.0295 -2.7297 0.3058
O -1.0802 -1.4680 4.1737 -0.6546
H -1.4083 -2.3640 4.0576 0.3012
H -1.1205 -1.0919 3.2848 0.3033
O -3.6431 -1.8899 -1.1784 -0.6887
H -2.9509 -1.4136 -0.7013 0.3102
H -3.7955 -1.3592 -1.9668 0.3198
O 1.2193 -3.9886 0.4838 -0.6749
H 0.3140 -4.0346 0.1587 0.3351
H 1.3086 -3.0595 0.7344 0.3299
O 1.5279 4.0143 0.4712 -0.6226
H 1.9365 4.4723 1.2108 0.2894
H 1.9969 3.1701 0.4163 0.3417
O -2.1074 3.1864 0.7034 -0.6406
H -1.7910 2.7737 1.5117 0.2949
H -1.6478 2.6978 0.0095 0.3365
```

## Properties
Electronic energy (hartree): -1781.7330
Energy relative to the best compared isomer or geometry (same formula, charge and spin) (kcal per mole): 18.4
Largest force on an atom (eV/A): 0.751
Total charge: -1
LUMO level (eV): 2.62
Gap between HOMO and LUMO (hartree): 0.404